1.
The following is a DFT calculation (ωB97M-V with the def2-TZVPD basis set) of a gas-phase ion, C22H20NO2S2 (charge -1).

The calculation puts the total energy at -50395.8161 eV. The structure (SMILES) is O=C1C([C@H](SC(=S)N2CCCCC2)c2ccccc2)=C([O-])c2ccccc21. The frontier orbital gap comes out at 6.7 eV. The HOMO energy is -4.01 eV.

```
! wB97M-V def2-TZVPD RIJCOSX def2/J DEFGRID3
* xyz -1 1
S 2.34 1.42 1.35
H 0.40 4.06 5.27
C 1.10 3.22 5.21
C 1.35 0.08 1.99
O 6.34 1.17 1.57
C -2.90 0.15 1.78
C 2.85 2.03 4.02
C -0.72 1.43 1.96
C 7.89 6.13 1.55
H 8.63 2.88 0.70
C -2.08 -1.15 1.77
C 1.26 2.37 6.31
C 6.68 5.93 2.22
H -0.22 -1.76 2.82
H -3.81 0.04 1.20
H 0.68 2.52 7.23
C 4.73 2.75 2.48
H -1.23 -0.50 3.60
C 5.99 2.32 1.87
S 2.28 -1.19 2.53
C 6.84 3.55 1.72
H 6.12 6.75 2.67
C 3.61 1.80 2.71
C -2.06 1.31 1.25
O 4.20 4.85 3.65
H 8.29 7.15 1.44
H -0.05 2.16 1.49
C 8.08 3.74 1.10
H 3.92 0.55 5.16
N -0.01 0.13 1.97
H 4.08 0.79 2.63
H -2.63 -2.02 2.15
C -0.85 -0.89 2.64
H 1.72 3.66 3.19
H -2.59 2.26 1.35
H -1.89 1.16 0.18
H 2.36 0.70 7.13
C 1.86 3.01 4.05
C 6.17 4.63 2.31
C 2.25 1.38 6.28
C 3.09 1.26 5.16
H -1.78 -1.40 0.74
H 9.55 5.21 0.50
H -0.92 1.74 3.01
C 8.60 5.03 1.01
H -3.19 0.38 2.81
C 4.88 4.13 2.92
*
```


2.
The following is a DFT calculation (ωB97M-V with the def2-TZVPD basis set) of a molecular structure, C22H20NO5PTa.

The calculation puts the total energy at -45678.1528 eV. The frontier orbital gap comes out at 3.8 eV. The HOMO energy is -16.78 eV. The calculation puts the energy relative to the best compared isomer or geometry (same formula, charge and spin) at 72.82 kJ/mol.

```
! wB97M-V def2-TZVPD RIJCOSX def2/J DEFGRID3
* xyz 3 1
N -0.27 -0.47 1.29
C 2.22 2.80 1.15
C 1.37 0.17 -0.97
C -1.70 3.45 -1.59
C -1.74 -4.77 0.44
P 0.50 0.73 0.46
C 0.61 -0.25 -2.08
O -2.82 -1.54 -0.47
C -2.87 2.98 0.47
H -0.85 -5.40 0.58
C 1.67 1.55 1.56
C -1.85 2.12 0.85
C 3.52 2.97 3.17
C -0.69 2.58 -1.22
H -3.58 4.33 -1.04
H -3.71 3.15 1.12
H 1.67 0.08 3.13
C 3.39 -0.38 -2.14
C 2.64 -0.78 -3.24
H -1.89 1.67 1.84
C 2.76 0.10 -1.00
O -3.02 -1.55 -2.73
C 2.06 1.03 2.77
O -1.43 -3.63 -0.34
H -2.70 -4.26 -1.90
C -0.76 1.91 0.00
H 3.35 1.29 4.50
O -2.11 -3.06 2.07
H -1.18 -3.48 -2.38
H -1.66 3.96 -2.55
H 4.47 -0.43 -2.18
H 0.15 2.43 -1.89
H -0.47 -0.15 -2.08
H -2.84 -4.80 3.50
C 3.16 3.49 1.95
H 1.89 3.24 0.22
H 0.68 -1.00 -4.08
H 3.36 0.41 -0.15
H 4.20 3.49 3.83
C -2.79 3.65 -0.75
C -2.68 -2.11 -1.77
Ta -1.74 -1.48 1.05
H 3.55 4.43 1.60
C -1.99 -3.46 -1.65
C -2.17 -4.30 1.79
C 3.00 1.73 3.57
C 1.25 -0.72 -3.21
O -2.59 -5.16 2.62
H 3.14 -1.15 -4.13
H -2.52 -5.40 0.00
*
```


3.
The following is a DFT calculation (ωB97M-V with the def2-TZVPD basis set) of a single C22H20O6 molecule.

The calculation puts the total energy at -35419.9022 eV. The structure (SMILES) is O=C1C=C[C@H](O)[C@H]([C@H](O)[C@H](OC(=O)/C=C/c2ccccc2)c2ccccc2)O1. The frontier orbital gap comes out at 8.6 eV. The HOMO energy is -8.80 eV. The calculation puts the energy relative to the best compared isomer or geometry (same formula, charge and spin) at 212.17 kJ/mol.

```
! wB97M-V def2-TZVPD RIJCOSX def2/J DEFGRID3
* xyz 0 1
H -1.38 -4.15 0.42
H -0.79 -3.84 2.92
H 1.45 -0.14 -4.08
C 3.53 1.66 3.16
C 3.81 3.02 3.43
O -2.25 -2.35 -0.94
H -0.60 0.79 3.32
H 2.16 -1.41 -5.99
O -2.39 -1.41 3.41
C 0.71 -0.72 -4.52
H 4.27 0.90 3.21
H 2.25 0.23 2.20
O 0.46 1.51 0.21
C 1.08 -1.49 -5.58
C -0.92 -0.12 -2.67
C -1.78 -2.12 0.15
H 0.86 1.20 -2.33
C 2.72 3.99 3.34
H 0.50 -3.23 -6.73
H 0.84 4.32 2.66
H 0.13 -0.87 1.24
O -1.75 1.65 -0.51
C 1.21 2.19 2.34
C -1.07 -2.95 2.33
H -0.31 -1.29 3.69
H -1.95 -0.40 -2.25
H -0.56 2.91 1.44
C -0.85 0.83 2.21
O -1.89 -0.84 0.68
O -2.19 1.35 2.12
H 4.83 3.19 3.69
C 0.01 1.96 1.50
H 2.87 5.11 3.35
C 0.16 -2.43 -6.05
H -2.53 -1.52 -4.10
H -2.77 -0.55 3.28
H -2.47 1.39 1.18
C -1.15 -2.48 -5.56
C -0.57 1.43 -0.72
C -1.05 -1.57 2.88
H -1.93 -3.25 -5.87
C -1.31 -3.22 0.95
C -0.17 0.84 -2.04
C -1.49 -1.59 -4.48
C 2.23 1.30 2.58
C -0.52 -0.69 -3.98
C -0.88 -0.62 1.68
C 1.49 3.51 2.82
*
```


4.
The following is a DFT calculation (ωB97M-V with the def2-TZVPD basis set) of a molecular structure, C22H21AsN4O15PtS3.

The calculation puts the total energy at -156405.3264 eV. The frontier orbital gap comes out at 4.5 eV. The HOMO energy is -6.71 eV. The calculation puts the energy relative to the best compared isomer or geometry (same formula, charge and spin) at 210.02 kJ/mol.

```
! wB97M-V def2-TZVPD RIJCOSX def2/J DEFGRID3
* xyz 0 1
H 2.28 2.82 -1.98
O -6.22 -2.94 -0.96
H 1.47 0.21 -6.23
H 2.15 2.33 -3.68
C -4.90 -1.43 0.16
H -4.16 -3.44 0.18
O -6.92 -0.91 -0.78
C 0.84 1.82 0.69
H -5.39 0.66 0.22
H 1.82 0.38 6.14
S 1.88 -2.63 -1.05
H -0.35 1.15 -5.05
H 3.14 4.18 1.33
H 0.43 -1.45 5.06
C 2.63 3.23 1.34
C 0.27 -0.98 -2.57
H 0.95 0.59 4.62
C 0.39 0.57 -4.50
O -2.31 -4.28 1.44
C 3.15 2.15 2.03
C 1.61 2.43 -2.74
C -4.69 -0.11 0.53
C -3.99 -2.41 0.48
N 1.35 0.78 1.36
H 3.28 -1.00 -5.35
O -1.86 -0.12 -1.22
C 2.47 -0.82 -4.67
O -1.31 2.50 -1.49
H 4.19 -0.17 2.65
O 0.61 -3.35 -0.99
Pt 0.32 -1.03 1.20
H 0.76 3.11 -2.86
C 1.72 0.00 5.12
O -3.21 2.36 0.62
H 3.47 -2.02 -3.24
C 1.61 -1.57 -2.45
C -2.57 -0.74 1.63
O -1.54 -0.37 2.28
C 1.44 3.06 0.66
H -0.08 1.65 0.17
C 0.24 0.49 -3.02
C 2.50 0.93 2.06
C 1.42 0.00 -5.17
O -0.69 -2.90 1.57
H 2.72 -1.13 2.67
H 3.42 1.17 4.59
C -3.58 0.19 1.26
C -2.84 -2.07 1.18
As -1.59 1.14 -2.53
H 4.08 2.25 2.57
O -2.82 1.29 -3.56
O 1.19 1.15 -2.25
N -6.10 -1.78 -0.60
H 3.76 -0.52 4.93
O 2.00 -1.75 0.16
O 1.39 -1.38 5.17
S -0.94 -1.43 -1.27
C 2.56 -1.47 -3.43
N -3.32 1.60 1.57
C 3.13 -0.15 2.91
O -3.25 1.93 2.72
S -1.09 -1.98 -3.29
C 3.06 0.15 4.42
O 3.08 -3.37 -1.28
H -2.13 2.73 -1.02
N -1.90 -3.15 1.41
H 0.96 3.87 0.12
*
```


5.
The following is a DFT calculation (ωB97M-V with the def2-TZVPD basis set) of a molecular structure, C22H21BrClN4O6STl.

The calculation puts the total energy at -139494.9755 eV. The frontier orbital gap comes out at 7.6 eV. The HOMO energy is -3.18 eV. The calculation puts the energy relative to the best compared isomer or geometry (same formula, charge and spin) at 79.95 kJ/mol.

```
! wB97M-V def2-TZVPD RIJCOSX def2/J DEFGRID3
* xyz -2 1
H -2.55 -5.19 -1.91
H -5.14 -1.02 2.39
H 5.62 0.64 2.08
C 4.65 3.20 -1.14
H -3.39 -0.99 2.13
O -1.53 0.94 -0.26
C -0.04 3.16 -1.31
H -3.56 -4.13 -0.94
C -1.18 3.27 -0.53
C 3.80 2.88 -0.08
C -4.48 -1.82 0.48
H -4.30 -2.84 0.84
H -3.44 -0.40 -0.75
C 1.98 -2.43 -0.37
H 1.60 4.18 -2.23
O 2.29 -3.48 -0.92
O 0.85 -1.90 -0.29
N 2.89 1.93 -0.25
O -3.32 2.27 -0.37
O -1.75 -2.41 1.21
H -3.73 -1.96 -1.56
C 3.68 -0.29 2.04
C -3.49 -1.48 -0.61
C 0.74 4.27 -1.60
H -2.90 -6.09 0.41
C 4.02 3.66 1.08
C 0.37 5.49 -1.06
H -5.50 -1.78 0.07
H 0.23 2.18 -1.68
H -1.64 -2.98 -2.29
S -1.71 -1.89 -0.17
Cl 1.29 6.91 -1.47
C 3.10 -1.61 0.30
C 5.27 -0.60 0.34
H -4.41 0.17 1.29
H -2.39 4.58 0.64
C -1.51 4.50 0.02
H -0.54 -3.72 -1.13
O 2.12 1.61 0.72
Br 3.14 0.42 3.71
C -2.17 -5.31 0.21
Tl 0.16 -0.06 1.40
N 2.80 -1.06 1.46
C -1.57 -3.39 -1.28
H -2.12 -4.62 1.05
C 4.35 -1.42 -0.29
H 4.56 -1.89 -1.24
C -2.10 2.05 -0.35
C -2.55 -4.52 -1.04
H 6.24 -0.41 -0.11
H -0.97 6.58 0.20
N 4.18 4.29 2.03
C -4.36 -0.85 1.65
C -0.73 5.62 -0.23
N 5.38 3.52 -1.98
C 4.94 -0.01 1.55
H -1.19 -5.76 0.08
*
```


6.
The following is a DFT calculation (ωB97M-V with the def2-TZVPD basis set) of a molecular structure, C22H21BrN4O7PTl.

The calculation puts the total energy at -127478.5200 eV. The frontier orbital gap comes out at 6.5 eV. The HOMO energy is -1.99 eV. The calculation puts the energy relative to the best compared isomer or geometry (same formula, charge and spin) at 95.84 kJ/mol.

```
! wB97M-V def2-TZVPD RIJCOSX def2/J DEFGRID3
* xyz -2 1
C 2.72 3.19 1.84
C -2.50 0.45 -1.86
H -4.14 -1.21 -3.19
N 1.41 2.98 1.87
H -5.51 -0.85 0.63
C -3.36 -1.75 -2.66
C -3.70 -1.76 1.32
O -1.96 1.18 -1.07
H -1.75 -2.31 2.07
N -2.05 -0.29 2.25
H -3.97 -2.77 1.03
H 3.99 -0.49 1.26
H 3.20 -3.15 -2.50
O 0.51 -3.02 0.23
O 2.60 -0.50 -1.44
H 2.73 -1.75 1.28
N -1.27 2.51 1.89
C -1.33 -2.96 -1.30
O -1.64 4.78 1.60
N -1.42 -1.63 -1.27
C 1.07 5.26 1.29
O -3.31 0.97 -2.82
H -4.77 1.44 1.35
C -4.55 -0.69 1.10
H 4.27 -3.78 -1.20
Tl 0.41 0.66 0.35
Br 0.69 2.77 -1.88
H 3.35 2.33 2.04
H 0.35 6.04 1.05
O -3.08 2.69 3.34
H 4.46 -2.22 1.25
C 3.29 4.43 1.57
C -2.27 -3.74 -1.97
H 4.36 4.56 1.59
H -3.18 1.93 -2.74
C -2.88 0.74 2.04
O -0.02 -4.88 -0.93
C -2.46 -1.51 1.90
H 5.28 -1.08 -2.56
H 2.83 6.47 1.05
H -4.02 -3.72 -3.21
C -2.41 -1.04 -1.94
P 3.59 -1.46 -0.89
H 2.51 -3.62 -0.93
H -2.14 -4.81 -1.94
C -3.29 -3.13 -2.67
C 2.43 5.48 1.28
H 5.52 -0.04 -1.15
H 6.03 -1.75 -1.09
C -0.16 -3.68 -0.59
C -4.14 0.57 1.48
C 5.28 -1.06 -1.47
C 3.73 -1.49 0.91
C 0.59 4.00 1.61
C -0.91 3.79 1.72
C 3.38 -3.18 -1.42
C -2.41 2.12 2.48
*
```


Copy entry 2 word for word.
The following is a DFT calculation (ωB97M-V with the def2-TZVPD basis set) of a molecular structure, C22H20NO5PTa.

The calculation puts the total energy at -45678.1528 eV. The frontier orbital gap comes out at 3.8 eV. The HOMO energy is -16.78 eV. The calculation puts the energy relative to the best compared isomer or geometry (same formula, charge and spin) at 72.82 kJ/mol.

```
! wB97M-V def2-TZVPD RIJCOSX def2/J DEFGRID3
* xyz 3 1
N -0.27 -0.47 1.29
C 2.22 2.80 1.15
C 1.37 0.17 -0.97
C -1.70 3.45 -1.59
C -1.74 -4.77 0.44
P 0.50 0.73 0.46
C 0.61 -0.25 -2.08
O -2.82 -1.54 -0.47
C -2.87 2.98 0.47
H -0.85 -5.40 0.58
C 1.67 1.55 1.56
C -1.85 2.12 0.85
C 3.52 2.97 3.17
C -0.69 2.58 -1.22
H -3.58 4.33 -1.04
H -3.71 3.15 1.12
H 1.67 0.08 3.13
C 3.39 -0.38 -2.14
C 2.64 -0.78 -3.24
H -1.89 1.67 1.84
C 2.76 0.10 -1.00
O -3.02 -1.55 -2.73
C 2.06 1.03 2.77
O -1.43 -3.63 -0.34
H -2.70 -4.26 -1.90
C -0.76 1.91 0.00
H 3.35 1.29 4.50
O -2.11 -3.06 2.07
H -1.18 -3.48 -2.38
H -1.66 3.96 -2.55
H 4.47 -0.43 -2.18
H 0.15 2.43 -1.89
H -0.47 -0.15 -2.08
H -2.84 -4.80 3.50
C 3.16 3.49 1.95
H 1.89 3.24 0.22
H 0.68 -1.00 -4.08
H 3.36 0.41 -0.15
H 4.20 3.49 3.83
C -2.79 3.65 -0.75
C -2.68 -2.11 -1.77
Ta -1.74 -1.48 1.05
H 3.55 4.43 1.60
C -1.99 -3.46 -1.65
C -2.17 -4.30 1.79
C 3.00 1.73 3.57
C 1.25 -0.72 -3.21
O -2.59 -5.16 2.62
H 3.14 -1.15 -4.13
H -2.52 -5.40 0.00
*
```